{
  "formula": "C20H18AuClF9O3PS",
  "method": "ωB97M-V with the def2-TZVPD basis set",
  "total_charge": 1,
  "de_lowest_kj_mol": 98.5,
  "gap_ha": [0.31796, 0.22437],
  "multiplicity": 2,
  "energy_ha": -3232.716669,
  "symbols": ["Au", "F", "P", "F", "F", "F", "F", "F", "C", "S", "C", "H", "H", "H", "H", "H", "H", "F", "C", "F", "F", "C", "C", "C", "C", "C", "C", "C", "C", "H", "H", "H", "H", "C", "C", "C", "C", "Cl", "C", "C", "C", "O", "C", "C", "O", "O", "H", "H", "H", "H", "H", "H", "H", "H"],
  "positions_angstrom": [[-0.28, 0.35, 1.25], [1.36, -1.33, -0.36], [2.73, -0.61, 0.16], [2.94, -0.01, -1.31], [1.73, 0.78, 0.49], [3.59, -1.90, -0.16], [3.96, 0.22, 0.71], [2.38, -1.12, 1.65], [-3.86, 1.56, 1.02], [-3.50, -0.08, 1.67], [-4.52, -0.13, 3.14], [-3.58, 2.31, 1.75], [-4.93, 1.56, 0.82], [-3.31, 1.64, 0.08], [-5.56, -0.18, 2.81], [-4.34, 0.75, 3.75], [-4.26, -1.04, 3.68], [1.45, -2.30, 8.58], [1.13, -1.00, 8.44], [2.26, -0.29, 8.61], [0.29, -0.68, 9.43], [0.53, -0.75, 7.08], [1.31, -1.00, 5.96], [0.79, -0.78, 4.70], [-0.52, -0.31, 4.57], [-1.29, -0.04, 5.70], [-0.77, -0.26, 6.96], [-1.09, -0.10, 3.27], [-1.94, 0.06, 2.36], [2.32, -1.37, 6.07], [1.39, -0.96, 3.82], [-2.30, 0.35, 5.59], [-1.35, -0.06, 7.84], [-1.44, 1.45, -5.04], [-0.71, 0.16, -4.79], [-0.80, -0.84, -5.72], [-0.09, -2.05, -5.60], [-0.26, -3.22, -6.81], [0.77, -2.29, -4.51], [0.88, -1.34, -3.56], [0.14, -0.11, -3.64], [0.37, 0.65, -2.62], [-0.29, 1.89, -2.26], [-1.61, 1.62, -1.51], [-2.61, 2.23, -1.86], [-1.54, 0.81, -0.52], [-2.05, 1.33, -5.94], [-0.73, 2.26, -5.23], [-2.09, 1.75, -4.22], [-1.42, -0.70, -6.59], [1.32, -3.22, -4.45], [1.52, -1.45, -2.69], [-0.44, 2.52, -3.13], [0.42, 2.36, -1.58]]
}

{
  "formula": "C2H3BrFN",
  "method": "ωB97M-V with the def2-TZVPD basis set",
  "de_lowest_kj_mol": 93.4,
  "smiles": "FC1=NC1.Br",
  "gap_ha": 0.42348,
  "energy_ha": -2806.545095,
  "symbols": ["F", "C", "N", "C", "H", "H", "Br", "H"],
  "positions_angstrom": [[1.16, 2.76, -0.16], [0.56, 1.60, 0.11], [-0.26, 1.06, 0.87], [0.20, 0.25, -0.30], [-0.59, 0.14, -1.04], [0.71, -0.62, 0.09], [-3.32, -0.17, 0.36], [-3.18, 1.07, 1.14]]
}

{
  "formula": "C23H35N3O4PdS2",
  "method": "ωB97M-V with the def2-TZVPD basis set",
  "de_lowest_kj_mol": 74.4,
  "gap_ha": 0.27913,
  "energy_ha": -2286.844126,
  "symbols": ["Pd", "N", "C", "C", "C", "N", "C", "C", "N", "C", "H", "H", "H", "H", "H", "H", "H", "H", "H", "H", "H", "H", "H", "H", "H", "H", "O", "S", "C", "C", "C", "C", "S", "O", "C", "C", "C", "C", "C", "C", "C", "C", "C", "C", "C", "C", "H", "H", "H", "H", "H", "H", "H", "H", "H", "H", "H", "H", "H", "H", "H", "H", "H", "H", "O", "C", "O", "H"],
  "positions_angstrom": [[-1.08, -0.01, -0.18], [-0.74, 4.92, 0.90], [-2.22, 4.89, 0.85], [-2.70, 4.49, -0.54], [-2.34, 3.06, -0.95], [-0.94, 2.94, -1.36], [-2.82, 2.10, 0.15], [-2.42, 2.45, 1.58], [-0.99, 2.22, 1.90], [-2.76, 3.91, 1.90], [-0.37, 5.27, 0.03], [-0.43, 3.01, 1.55], [-0.42, 5.52, 1.65], [-2.63, 5.88, 1.08], [-2.30, 5.18, -1.29], [-3.79, 4.60, -0.55], [-2.92, 2.83, -1.84], [-0.32, 2.83, -0.57], [-0.84, 2.14, -1.97], [-2.59, 1.03, -0.10], [-3.91, 2.10, 0.14], [-2.97, 1.81, 2.26], [-0.63, 1.34, 1.49], [-0.82, 2.06, 3.02], [-2.38, 4.17, 2.89], [-3.85, 4.01, 1.94], [-1.01, 0.75, -3.54], [0.14, -0.09, -3.99], [1.33, 0.01, -2.62], [2.44, -1.03, -2.63], [3.41, -0.87, -1.45], [3.12, -1.74, -0.23], [1.75, -1.14, 0.78], [0.51, -1.57, 0.03], [1.95, -2.34, 2.09], [2.80, -2.04, 3.15], [2.96, -2.97, 4.16], [2.27, -4.18, 4.11], [1.41, -4.45, 3.06], [1.24, -3.52, 2.04], [-0.31, -1.81, -3.78], [0.22, -2.74, -4.66], [-0.10, -4.09, -4.50], [-0.95, -4.48, -3.48], [-1.49, -3.53, -2.62], [-1.18, -2.19, -2.76], [0.70, -0.04, -1.72], [1.73, 1.03, -2.71], [2.99, -0.96, -3.57], [1.99, -2.02, -2.59], [3.46, 0.18, -1.14], [4.42, -1.12, -1.79], [3.98, -1.75, 0.44], [2.88, -2.77, -0.51], [3.29, -1.08, 3.20], [3.61, -2.75, 5.00], [2.39, -4.90, 4.91], [0.86, -5.38, 3.03], [0.57, -3.70, 1.21], [0.87, -2.42, -5.46], [0.31, -4.82, -5.18], [-1.20, -5.53, -3.36], [-2.16, -3.84, -1.82], [-1.60, -1.45, -2.10], [-0.61, 1.65, 4.33], [0.15, 0.63, 4.25], [0.62, 0.15, 3.22], [0.41, 0.16, 5.22]]
}

{
  "formula": "C23H30N4O4",
  "method": "ωB97M-V with the def2-TZVPD basis set",
  "de_lowest_kj_mol": 124.9,
  "smiles": "COc1cccc(CCC(=O)N2CCC(n3nccc3NC(=O)[C@H]3CCOC3)CC2)c1",
  "gap_ha": 0.33817,
  "energy_ha": -1414.432778,
  "symbols": ["C", "O", "C", "C", "C", "C", "C", "C", "C", "C", "O", "N", "C", "C", "C", "N", "N", "C", "C", "C", "N", "C", "O", "C", "C", "C", "O", "C", "C", "C", "C", "H", "H", "H", "H", "H", "H", "H", "H", "H", "H", "H", "H", "H", "H", "H", "H", "H", "H", "H", "H", "H", "H", "H", "H", "H", "H", "H", "H", "H", "H"],
  "positions_angstrom": [[-4.77, -2.39, -0.62], [-3.87, -1.53, 0.02], [-3.93, -0.19, -0.26], [-4.80, 0.40, -1.17], [-4.76, 1.77, -1.37], [-3.85, 2.56, -0.69], [-2.97, 1.98, 0.22], [-1.94, 2.80, 0.94], [-0.63, 2.83, 0.15], [0.57, 2.93, 1.07], [0.48, 2.77, 2.28], [1.78, 3.19, 0.49], [2.05, 3.15, -0.93], [2.40, 1.71, -1.36], [2.84, 0.91, -0.12], [3.49, -0.31, -0.52], [4.71, -0.27, -1.06], [5.05, -1.53, -1.29], [4.03, -2.40, -0.91], [3.03, -1.58, -0.43], [1.79, -1.95, 0.10], [0.57, -1.50, -0.30], [0.40, -0.59, -1.08], [-0.57, -2.27, 0.34], [-0.57, -3.74, -0.14], [-0.14, -4.53, 1.11], [0.40, -3.58, 2.01], [-0.38, -2.42, 1.85], [3.78, 1.78, 0.72], [2.98, 2.97, 1.28], [-3.02, 0.61, 0.43], [-4.62, -2.39, -1.71], [-4.56, -3.38, -0.23], [-5.81, -2.12, -0.41], [-5.51, -0.20, -1.72], [-5.44, 2.21, -2.07], [-3.83, 3.62, -0.86], [-2.30, 3.82, 1.10], [-1.73, 2.36, 1.92], [-0.52, 1.90, -0.42], [-0.64, 3.65, -0.57], [1.21, 3.53, -1.50], [2.90, 3.81, -1.10], [3.22, 1.72, -2.08], [1.54, 1.21, -1.81], [1.97, 0.63, 0.48], [6.00, -1.75, -1.72], [4.02, -3.47, -0.98], [1.80, -2.73, 0.74], [-1.50, -1.76, 0.09], [-1.56, -4.04, -0.48], [0.13, -3.89, -0.96], [0.62, -5.28, 0.92], [-1.01, -5.01, 1.58], [0.14, -1.59, 2.32], [-1.36, -2.55, 2.34], [4.60, 2.11, 0.09], [4.20, 1.19, 1.54], [2.65, 2.79, 2.30], [3.59, 3.88, 1.27], [-2.36, 0.15, 1.15]]
}